Entry i
Computed, not measured: an isolated molecule of C20H27N3O3S, with ωB97M-V/def2-TZVPD.

Last column: Löwdin charge in e.
Geometry (Å):
C1 5.74587 1.93462 -1.14779  -0.091
C2 4.74246 0.88785 -1.62036  -0.262
N1 3.42595 1.45974 -1.85475  -0.174
C3 2.74890 1.80540 -0.61472  -0.161
C4 1.41535 2.48876 -0.92424  -0.115
N2 0.59020 1.63420 -1.74380  -0.044
C5 -0.50543 0.96123 -1.36266  -0.469
O1 -1.10570 0.19913 -2.10307  0.040
C6 -1.09632 1.29679 0.01014  -0.104
N3 -0.21777 0.94378 1.10481  -0.234
C7 -0.67345 1.36790 2.41492  -0.264
C8 -0.40341 2.84742 2.66758  -0.069
S1 0.32952 -0.64976 1.06745  0.688
O2 0.93673 -0.86945 -0.21005  -0.259
O3 1.15418 -0.81807 2.22973  -0.281
C9 -1.13739 -1.65751 1.21973  -0.253
C10 -1.53212 -2.08013 2.49526  -0.054
C11 -2.67878 -2.81067 2.63496  -0.013
C12 -3.47006 -3.13281 1.50935  -0.159
C13 -4.66149 -3.87980 1.62061  -0.033
C14 -5.40546 -4.17564 0.51229  -0.076
C15 -4.99679 -3.73822 -0.75806  -0.075
C16 -3.84686 -3.01337 -0.90214  -0.017
C17 -3.05610 -2.69549 0.22171  -0.141
C18 -1.86362 -1.94939 0.10266  0.009
C19 1.26804 1.25507 -2.96686  -0.107
C20 2.58093 0.55635 -2.62332  -0.167
H1 5.55248 2.24258 -0.12396  0.059
H2 5.69531 2.80823 -1.79222  0.075
H3 6.75109 1.52308 -1.19201  0.068
H4 5.08978 0.48254 -2.57461  0.113
H5 4.69703 0.05628 -0.89633  0.124
H6 3.37422 2.49991 -0.05164  0.117
H7 2.55543 0.91389 0.00401  0.111
H8 0.91347 2.73761 0.00640  0.100
H9 1.60947 3.40497 -1.49525  0.133
H10 -1.30152 2.37052 0.05314  0.133
H11 -2.05726 0.76278 0.08240  0.132
H12 -0.10359 0.77433 3.13043  0.106
H13 -1.74485 1.15153 2.54347  0.127
H14 0.65422 3.05889 2.53565  0.078
H15 -0.68483 3.09540 3.68754  0.077
H16 -0.97705 3.47813 1.99232  0.067
H17 -0.90274 -1.83162 3.33503  0.111
H18 -2.99624 -3.15299 3.60920  0.116
H19 -4.97492 -4.21437 2.59911  0.112
H20 -6.31601 -4.74894 0.60645  0.104
H21 -5.60048 -3.98091 -1.61988  0.104
H22 -3.52132 -2.66738 -1.87157  0.120
H23 -1.52958 -1.61043 -0.86685  0.105
H24 0.61234 0.58774 -3.52592  0.123
H25 1.46766 2.16059 -3.54858  0.130
H26 3.10111 0.29034 -3.54647  0.123
H27 2.34941 -0.36062 -2.05926  0.118

Orbital gap: 8.576 eV
E_LUMO: 0.2 eV
SMILES: CCN1CCN(C(=O)CN(CC)S(=O)(=O)c2ccc3ccccc3c2)CC1
HOMO energy: -8.40 eV

---

Entry ii
Computed, not measured: a structure of composition C20H27N3O3S, with ωB97M-V/def2-TZVPD.

Last column: Löwdin charge in e.
Geometry (Å):
C1 -1.42238 -4.29704 4.72959  -0.040
C2 -2.60879 -5.09050 3.92402  -0.188
C3 -2.64142 -4.71272 2.50860  -0.164
C4 -2.97416 -3.11575 2.20444  -0.162
N1 -1.84268 -2.30500 2.01720  0.040
C5 -1.36737 -1.43916 1.11357  -0.424
O1 -2.03438 -1.23006 0.11932  0.069
C6 0.01519 -0.94898 1.26829  0.019
C7 0.72730 0.06574 0.59514  -0.107
C8 1.80797 0.23778 1.40938  -0.257
N2 2.03564 -0.61316 2.54878  0.204
O2 0.85656 -1.31383 2.35734  -0.077
C9 2.90590 1.09044 0.95476  -0.471
H1 3.68176 1.21052 2.10756  0.187
H2 2.72311 1.97994 0.61550  -0.014
S1 4.06678 0.40000 -0.10583  0.969
C10 4.54644 1.71758 -1.13117  -0.456
C11 3.83440 2.72517 -1.57191  -0.235
C12 4.41073 3.50465 -2.26311  -0.179
C13 5.79388 3.76688 -2.49976  -0.033
C14 6.62714 2.64391 -2.20282  -0.144
C15 6.17536 1.78961 -1.24468  -0.047
H3 6.75477 0.85881 -0.87332  0.109
H4 7.69178 2.83410 -2.20732  0.097
H5 6.33373 4.25090 -3.24741  0.073
H6 3.71222 4.36674 -2.66593  0.154
H7 2.66138 2.66442 -1.50354  0.153
C16 0.38958 0.86513 -0.40181  -0.230
O3 0.85947 2.19840 -0.62753  -0.122
N3 -0.67676 0.51340 -1.28426  0.072
H8 -1.06019 -0.45012 -1.00307  0.114
C17 -1.10982 1.14902 -2.56087  -0.098
C18 -2.59188 1.58899 -2.16624  -0.107
C19 -3.24422 2.38729 -3.52569  -0.252
C20 -4.65472 2.77449 -3.24876  -0.141
H9 -5.13641 1.75831 -2.84966  0.104
H10 -5.01812 3.10005 -4.17187  0.024
H11 -4.75038 3.56651 -2.14420  0.173
H12 -2.54696 3.23708 -3.59417  0.104
H13 -2.95164 1.76980 -4.20914  0.025
H14 -2.78812 2.35405 -1.24020  0.165
H15 -3.06893 0.92614 -1.86123  -0.059
H16 -1.02109 0.68405 -3.39022  0.039
H17 -0.57636 2.20381 -2.65761  0.157
H18 -0.98222 -2.33850 2.95634  0.255
H19 -3.74505 -2.80808 3.02846  0.147
H20 -3.53896 -2.88492 1.25095  0.129
H21 -1.86068 -4.77615 1.88107  0.066
H22 -3.32367 -5.27581 1.92564  0.097
H23 -2.19921 -6.00339 3.90290  0.070
H24 -3.42426 -4.88202 4.37342  0.042
H25 -1.57436 -3.34761 4.83413  -0.018
H26 -1.32814 -5.01188 5.66451  0.124
H27 -0.54776 -4.33906 4.16244  0.042

Orbital gap: 6.305 eV
E_LUMO: -1.2 eV
HOMO energy: -7.55 eV

---

Which of the structures shown above is the most stable? The most stable is entry i.